A structure of composition C3H3N3, computed with ωB97M-V/def2-TZVPD.

Largest force on an atom, eV Å⁻¹: 4.11
Orbital gap, eV: 8.580
HOMO, eV: -8.66

Each line ends with the natural charge from an NBO analysis.
Geometry (Å):
N 0.917 0.073 1.032  -0.8316
C 0.138 -0.084 -0.113  -0.2271
C -1.045 0.524 -0.199  0.2841
N -2.173 0.993 -0.218  -0.4072
C 0.745 -0.550 -1.311  0.2568
N 1.315 -0.907 -2.255  -0.3229
H 1.317 -0.722 1.492  0.3941
H 0.933 0.977 1.462  0.3913
H -2.161 -0.271 0.123  0.4625



An isolated molecule of C3H3N3O, computed with ωB97M-V/def2-TZVPD.

SMILES: O/C=C1\N=CN=N1
Largest force on an atom, eV Å⁻¹: 4.42
Orbital gap, eV: 8.401
HOMO, eV: -9.76

Each line ends with the natural charge from an NBO analysis.
Geometry (Å):
O -2.039 1.101 -0.228  -0.5900
C -1.058 0.772 -1.017  0.3492
C 0.020 0.021 -0.408  0.0462
N -0.034 -0.331 0.945  -0.5071
C 1.200 -0.850 1.158  0.1442
N 1.957 -0.861 -0.028  -0.2421
N 1.252 -0.315 -0.995  -0.1764
H -1.648 0.993 0.681  0.5327
H -1.039 0.804 -2.190  0.2369
H 1.390 -1.333 2.082  0.2064



A structure of composition C3H3N3O, computed with ωB97M-V/def2-TZVPD.

Largest force on an atom, eV Å⁻¹: 1.23
Orbital gap (alpha / beta), eV: 8.789 / 8.790
HOMO (alpha / beta), eV: -9.23 / -9.23

Each line ends with the natural charge from an NBO analysis.
Geometry (Å):
N 2.310 -0.577 0.725  -0.5838
C 1.217 -0.720 0.235  0.5555
N -1.313 2.111 -0.176  0.1981
N -1.243 1.355 -1.067  -0.1720
O -0.718 0.953 1.048  -0.6241
C -1.009 0.084 0.043  0.3027
C -0.020 -0.942 -0.213  -0.5284
H 3.062 -0.132 0.206  0.4074
H -2.042 -0.264 -0.070  0.1850
H -0.244 -1.868 -0.731  0.2596



An isolated molecule of C3H3N3O, computed with ωB97M-V/def2-TZVPD.

SMILES: O=Nc1c[nH]cn1
Largest force on an atom, eV Å⁻¹: 1.95
Orbital gap, eV: 8.727
HOMO, eV: -9.11

Each line ends with the natural charge from an NBO analysis.
Geometry (Å):
O -1.637 -0.095 2.462  -0.3044
N -1.766 0.523 1.409  0.1419
C -0.736 0.292 0.443  0.0876
C 0.293 -0.626 0.501  -0.0366
N 1.016 -0.396 -0.641  -0.5156
C 0.347 0.586 -1.368  0.1728
N -0.633 1.064 -0.684  -0.4069
H 0.595 -1.376 1.236  0.2410
H 1.750 -0.919 -1.082  0.4204
H 0.771 0.946 -2.277  0.1998



An isolated molecule of C3H3N3O, computed with ωB97M-V/def2-TZVPD.

SMILES: O=c1[nH]n2ccn12
Largest force on an atom, eV Å⁻¹: 0.87
Orbital gap, eV: 10.586
HOMO, eV: -9.58

Each line ends with the natural charge from an NBO analysis.
Geometry (Å):
O -1.350 -0.093 -2.114  -0.5298
C -0.645 -0.168 -1.165  0.7555
N 0.743 -0.240 -1.072  -0.5155
N 0.614 -0.796 0.257  -0.0945
C 0.699 0.317 1.153  -0.0787
C -0.615 0.475 1.226  -0.0728
N -0.904 -0.545 0.229  -0.3107
H 1.160 -0.851 -1.764  0.3983
H 1.584 0.885 1.376  0.2230
H -1.286 1.017 1.875  0.2251



A cluster of 2 separate species, C3H3N3O in total, computed with ωB97M-V/def2-TZVPD.

SMILES: N=C=CC=O.N#N
Largest force on an atom, eV Å⁻¹: 1.93
Orbital gap, eV: 10.345
HOMO, eV: -9.75

Each line ends with the natural charge from an NBO analysis.
Geometry (Å):
N -0.423 -0.436 2.026  -0.6055
C 0.328 -0.206 1.097  0.4940
C 1.186 -0.094 0.095  -0.5502
C 0.821 -0.277 -1.315  0.4047
O 1.646 -0.326 -2.200  -0.5284
H -0.971 0.329 2.414  0.3992
H 2.227 0.099 0.326  0.2679
H -0.260 -0.361 -1.538  0.1155
N -2.296 0.871 -0.001  -0.0120
N -2.453 0.492 -1.023  0.0147



Computed ΔE to the lowest compared entry with this formula, charge and spin (kcal/mol) in order:
88.2, 58.3, 122.5, 60.6, 100.8, 19.6
Computed E_tot (Ha) in order:
-280.2402, -355.5470, -355.4447, -355.5433, -355.4792, -355.6087